No. 1
Here is 13 unconnected molecules or ions with the total composition C28H79N4O14 from OMol25. Energies are from the ωB97M-V functional and the def2-TZVPD basis.

Last column: Löwdin charge in e.
Geometry (Å):
C  19.6940  10.2480  -7.5690  0.024
C  18.6120  9.5610  -6.8670  -0.728
O  18.1890  9.9880  -5.7730  -0.024
O  18.2050  8.5650  -7.4620  -0.016
H  19.4940  10.1390  -8.6630  0.074
H  20.7120  9.8250  -7.3110  0.108
H  19.6500  11.2720  -7.3210  0.050
C  17.0560  5.1100  -8.6910  -0.225
O  16.5840  4.0020  -8.0390  -0.106
H  16.3200  5.5420  -9.3870  0.077
H  18.0050  5.0500  -9.2650  0.080
H  17.2650  5.8750  -7.9850  0.047
H  16.1500  3.4350  -8.7590  0.126
C  19.6670  13.1270  -9.4300  -0.226
O  18.8760  12.0640  -9.6850  -0.140
H  20.6690  13.2570  -9.9230  0.090
H  19.8190  13.2630  -8.3460  0.059
H  19.0930  14.0160  -9.6920  0.077
H  19.5030  11.2950  -9.9320  0.067
C  21.2890  9.1880  -10.4350  -0.152
O  20.3400  10.0750  -10.9530  -0.114
H  21.1350  8.1470  -10.7140  0.101
H  21.3540  9.2070  -9.3910  0.030
H  22.2150  9.5740  -10.7400  0.063
H  19.5710  9.5370  -11.1570  0.070
C  14.7900  10.7380  -4.0940  -0.595
O  13.6020  10.6940  -3.4040  -0.149
N  15.9430  10.1990  -3.6450  0.165
N  14.8790  11.2310  -5.3130  0.113
H  15.8230  9.8840  -2.6720  0.126
H  16.8370  10.1010  -4.1750  0.096
H  14.0690  11.8590  -5.5390  0.152
H  15.7430  11.2420  -5.8790  0.080
C  14.4660  8.4410  -7.6020  -0.664
O  14.7600  7.2960  -8.2040  -0.071
N  15.3350  9.3550  -7.3130  0.166
N  13.2880  8.7620  -7.1480  0.161
H  16.3320  9.1730  -7.5860  0.091
H  15.1170  9.8250  -6.4070  0.067
H  12.4780  8.1550  -7.1660  0.113
H  12.9870  9.6590  -6.7280  0.122
C  15.3160  5.4330  -5.3580  -0.015
C  16.6710  6.0000  -5.1110  -0.620
C  16.6470  7.4050  -4.6130  -0.047
O  17.3230  5.4380  -4.1830  0.026
H  14.5680  6.0870  -4.9250  0.077
H  15.2450  4.3880  -5.0940  0.083
H  15.1430  5.5210  -6.4350  0.058
H  17.2260  5.9000  -5.9570  0.088
H  17.6280  7.7430  -4.2770  0.082
H  16.0010  7.4970  -3.7960  0.066
H  16.2150  7.9780  -5.3810  0.046
H  18.1990  5.3010  -4.4850  0.090
C  22.0430  5.7150  -5.8680  -0.015
C  20.9380  6.5610  -6.5990  -0.592
C  20.5240  5.9370  -7.9040  -0.027
O  19.9600  6.8660  -5.8470  0.032
H  22.8150  5.4590  -6.5810  0.066
H  21.6920  4.7560  -5.4610  0.078
H  22.3180  6.3480  -5.0240  0.058
H  21.4040  7.5260  -6.8510  0.100
H  21.3260  6.0420  -8.6670  0.090
H  19.7850  6.5430  -8.3810  0.044
H  20.1290  4.9660  -7.9230  0.064
H  19.3400  7.4280  -6.2420  0.040
C  21.9510  9.2970  -4.2600  -0.035
C  20.5680  9.5840  -3.7030  -0.616
C  20.6650  9.8230  -2.2220  -0.059
O  20.0200  10.6600  -4.1230  -0.027
H  21.8760  8.9930  -5.3110  0.045
H  22.4430  8.4020  -3.7360  0.107
H  22.6970  10.0700  -4.2400  0.067
H  19.7830  8.8070  -3.8810  0.146
H  21.5390  10.4540  -1.9330  0.090
H  20.8730  8.8530  -1.7280  0.084
H  19.7750  10.2520  -1.8250  0.066
H  19.5690  10.4980  -4.9540  0.030
C  24.5780  12.9580  -7.4640  -0.010
C  23.2610  12.2130  -7.7060  -0.698
C  23.1830  11.9990  -9.1920  -0.029
O  23.0010  11.2300  -7.0610  0.003
H  25.3820  12.3490  -7.8310  0.075
H  24.6400  13.0310  -6.4160  0.066
H  24.6970  13.9710  -7.8090  0.082
H  22.3570  12.7290  -7.4710  0.135
H  22.3080  11.3410  -9.4600  0.077
H  24.1190  11.4440  -9.5090  0.092
H  23.2300  12.9600  -9.7310  0.094
H  22.5850  11.5410  -6.1880  0.189
C  26.3670  8.0030  -8.1510  -0.020
C  25.1970  9.0020  -7.8980  -0.699
C  23.8650  8.2940  -7.6670  -0.033
O  25.3320  9.7800  -7.0040  0.055
H  26.5590  7.5550  -7.2170  0.058
H  27.2990  8.4470  -8.4070  0.053
H  26.1890  7.2780  -8.9720  0.088
H  25.0730  9.5020  -8.8810  0.127
H  23.1500  9.0320  -7.8810  0.026
H  23.7890  8.0450  -6.5930  0.097
H  23.7200  7.4580  -8.3690  0.093
H  24.5630  10.3620  -7.0880  0.073
C  16.7500  9.7910  -10.0680  0.012
C  17.2360  8.3250  -10.3270  -0.633
C  16.7980  7.6910  -11.5970  -0.026
O  18.4480  8.2140  -10.1190  0.005
H  17.1070  10.3710  -10.8660  0.066
H  17.0680  10.0250  -9.1190  0.018
H  15.6720  9.7820  -10.1600  0.087
H  16.7440  7.7410  -9.6140  0.081
H  17.0010  8.0950  -12.5090  0.033
H  15.6810  7.6450  -11.5490  0.105
H  17.1090  6.6400  -11.7040  0.086
H  18.6410  8.2970  -9.1960  0.053
C  15.9380  14.2570  -6.3660  -0.015
C  17.0840  13.3720  -6.7590  -0.674
C  18.2080  13.3540  -5.7470  -0.008
O  16.7480  12.2600  -7.1790  0.037
H  15.2860  14.3650  -7.1860  0.071
H  16.3610  15.2020  -6.1320  0.074
H  15.4690  13.7210  -5.5200  0.082
H  17.5480  13.9070  -7.5570  0.114
H  19.1220  12.9540  -6.0990  0.051
H  17.7340  12.8060  -4.9550  0.087
H  18.4570  14.3240  -5.3930  0.076
H  17.4360  11.6160  -7.1610  0.070

E_HOMO (hartree): -0.233
Total charge: -1
DFT total energy (eV): -64935.724

---

No. 2
Here is 9 unconnected molecules or ions with the total composition C28H79N5O13 from OMol25. Energies are from the ωB97M-V functional and the def2-TZVPD basis.

Last column: Löwdin charge in e.
Geometry (Å):
C  -15.7893  -9.0574  -6.4356  -0.084
C  -15.9867  -9.2295  -4.9386  -0.417
C  -17.1677  -10.1747  -4.7617  -0.208
O  -17.2466  -10.5870  -3.4015  -0.197
C  -18.4268  -11.3035  -3.1034  -0.106
N  -14.7649  -9.8223  -4.3550  0.034
H  -15.2829  -8.1768  -6.8242  0.076
H  -16.7529  -8.9697  -6.9743  0.079
H  -15.4782  -9.9910  -6.9194  0.080
H  -16.1099  -8.2386  -4.5023  0.135
H  -17.1126  -11.1049  -5.3439  0.136
H  -18.0861  -9.6559  -5.0758  0.128
H  -18.3098  -12.3843  -3.2621  0.095
H  -19.2817  -10.8908  -3.6413  0.094
H  -18.5842  -11.2294  -2.0230  0.052
H  -15.0552  -10.3758  -3.5530  0.057
H  -14.3474  -10.4764  -5.0086  0.062
C  -25.6563  -10.9294  2.6215  -0.054
C  -24.3936  -10.4292  3.3432  -0.395
C  -24.6584  -10.0244  4.7817  -0.234
O  -23.4617  -9.5324  5.3214  -0.187
C  -23.5383  -9.3935  6.7428  -0.086
N  -23.4331  -11.5568  3.2590  0.043
H  -25.9663  -11.8780  3.0797  0.070
H  -25.4287  -11.1262  1.5774  0.071
H  -26.5288  -10.2839  2.7398  0.084
H  -24.0244  -9.6019  2.7294  0.145
H  -24.9602  -10.9595  5.2806  0.132
H  -25.5077  -9.3343  4.8279  0.131
H  -23.3974  -10.3663  7.2153  0.089
H  -24.4628  -8.9023  7.0450  0.087
H  -22.6950  -8.7435  6.9728  0.088
H  -22.6668  -11.4063  3.9241  0.090
H  -23.9097  -12.3633  3.6654  0.089
C  -24.9002  -9.8351  -5.0209  -0.041
C  -23.7173  -9.3532  -4.1669  -0.402
C  -23.6985  -7.8577  -3.9497  -0.233
O  -23.6400  -7.1845  -5.1743  -0.184
C  -23.8124  -5.7922  -5.0231  -0.107
N  -23.8176  -10.0577  -2.8689  0.035
H  -25.0057  -9.2032  -5.9023  0.074
H  -25.7884  -9.6842  -4.3992  0.083
H  -24.8166  -10.8910  -5.2593  0.067
H  -22.7859  -9.6830  -4.6485  0.141
H  -22.8124  -7.6339  -3.3321  0.130
H  -24.5954  -7.5880  -3.3707  0.132
H  -24.6731  -5.6093  -4.3606  0.085
H  -24.0157  -5.3215  -5.9760  0.086
H  -22.9611  -5.3850  -4.4645  0.087
H  -23.8001  -11.0474  -3.1172  0.040
H  -22.9977  -9.9137  -2.2904  0.054
C  -29.8762  -14.4272  -0.2882  -0.063
C  -29.5267  -14.3701  1.2004  -0.437
C  -28.1033  -13.9038  1.4142  -0.218
O  -27.1896  -14.7437  0.7015  -0.200
C  -25.8610  -14.6368  1.1389  -0.123
N  -30.4771  -13.4275  1.8257  0.034
H  -29.2181  -15.1030  -0.8397  0.074
H  -29.7261  -13.4418  -0.7350  0.079
H  -30.8847  -14.8184  -0.3956  0.076
H  -29.5630  -15.3841  1.6106  0.143
H  -27.8125  -13.8912  2.4744  0.119
H  -27.9183  -12.8962  1.0000  0.129
H  -25.4574  -13.6417  0.9148  0.075
H  -25.2940  -15.4208  0.6405  0.079
H  -25.7361  -14.8307  2.2154  0.090
H  -30.3352  -13.3745  2.8318  0.067
H  -30.1946  -12.5195  1.4536  0.071
C  -21.0608  -13.9494  3.2748  -0.058
C  -22.1121  -14.7878  2.5619  -0.430
C  -21.5603  -15.2842  1.2390  -0.211
O  -22.6555  -15.8026  0.5058  -0.210
C  -22.3459  -16.1222  -0.8372  -0.092
N  -22.5165  -15.8734  3.4702  0.043
H  -21.4540  -13.5732  4.2188  0.073
H  -20.7103  -13.0793  2.7113  0.056
H  -20.1775  -14.5808  3.4114  0.083
H  -23.0022  -14.2072  2.3080  0.111
H  -20.7443  -16.0235  1.2694  0.136
H  -21.1136  -14.4553  0.6619  0.099
H  -23.2628  -16.3422  -1.3796  0.083
H  -21.7671  -17.0577  -0.8544  0.092
H  -21.7409  -15.3252  -1.2785  0.077
H  -23.0301  -16.5310  2.8737  0.070
H  -21.7321  -16.4430  3.7820  0.072
C  -26.4414  -12.6443  -2.5624  -0.263
C  -25.2423  -13.5456  -2.6973  -0.201
O  -24.2207  -12.9327  -3.5270  -0.102
O  -26.1800  -11.4119  -1.9414  -0.089
H  -27.1058  -13.1723  -1.8783  0.106
H  -26.9212  -12.5400  -3.5427  0.122
H  -25.5337  -14.4925  -3.1608  0.125
H  -24.7438  -13.6794  -1.7274  0.109
H  -23.6637  -13.5852  -3.9510  0.088
H  -25.3446  -10.9934  -2.2920  0.035
C  -17.9518  -14.0795  -0.6082  -0.219
C  -18.1774  -13.5527  0.7777  -0.254
O  -17.6950  -14.4677  1.7652  -0.056
O  -18.7272  -15.2629  -0.8084  -0.071
H  -16.9003  -14.2688  -0.8442  0.126
H  -18.3035  -13.3888  -1.3676  0.083
H  -19.2453  -13.3786  0.9663  0.080
H  -17.7586  -12.5521  0.9386  0.109
H  -17.4921  -13.9638  2.5555  0.086
H  -18.5104  -15.8448  -0.0675  0.079
C  -19.1264  -9.0605  0.5197  -0.203
C  -18.4828  -9.8267  1.6575  -0.219
O  -18.9981  -11.1544  1.7550  -0.125
O  -19.0204  -9.7553  -0.7155  -0.096
H  -18.6538  -8.0774  0.4120  0.126
H  -20.1721  -8.8736  0.7573  0.123
H  -18.6407  -9.2499  2.5798  0.118
H  -17.4006  -9.9688  1.5947  0.120
H  -19.9214  -11.1476  1.4241  0.047
H  -18.0895  -9.7802  -0.9607  0.098
C  -21.4692  -12.0690  -1.1298  -0.215
C  -22.4467  -11.7158  -0.0311  -0.194
O  -21.7473  -11.0867  1.0527  -0.119
O  -21.1645  -10.9657  -1.9698  -0.090
H  -21.9024  -12.8533  -1.7644  0.110
H  -20.5485  -12.5292  -0.7463  0.108
H  -22.9289  -12.6015  0.4052  0.108
H  -23.2413  -11.0707  -0.4200  0.111
H  -22.2295  -11.2577  1.9045  0.043
H  -20.4389  -10.4788  -1.5409  0.042

E_HOMO (hartree): -0.332
Energy above the lowest of the compared OMol25 structures with the same formula, charge and spin (kcal/mol): 10.92
Total charge: 0
SMILES string: COC[C@H](C)N.COC[C@H](C)N.COC[C@H](C)N.COC[C@H](C)N.COC[C@H](C)N.OCCO.OCCO.OCCO.OCCO
DFT total energy (eV): -64380.963

---

No. 3
Here is 12 unconnected molecules or ions with the total composition C28H80N6O12 from OMol25. Energies are from the ωB97M-V functional and the def2-TZVPD basis.

Last column: Löwdin charge in e.
Geometry (Å):
C  -0.3549  -2.8757  4.1868  -0.159
O  -0.4873  -3.8230  5.2216  -0.107
H  -0.6819  -1.9390  4.5007  0.047
H  -0.8467  -3.1811  3.2406  0.069
H  0.7313  -2.6986  4.0767  0.083
H  -0.4018  -3.3953  6.0813  0.081
C  1.9283  -3.2469  -2.9698  -0.629
O  2.0171  -4.6392  -2.7846  -0.152
N  2.8927  -2.5281  -2.6177  0.189
N  0.8803  -2.6225  -3.5089  0.157
H  3.7107  -2.8840  -2.2543  0.106
H  3.0344  -1.5063  -2.8878  0.100
H  0.0073  -3.1885  -3.6621  0.149
H  0.8041  -1.6095  -3.6193  0.080
C  3.4899  1.4787  -3.5240  -0.554
O  3.5976  0.2264  -2.9445  -0.114
N  2.4003  1.8846  -4.1585  0.177
N  4.4296  2.4037  -3.4398  0.184
H  1.6007  1.2424  -4.1189  0.075
H  2.4244  2.8590  -4.4314  0.118
H  5.1751  2.1002  -2.9050  0.089
H  4.3958  3.2817  -3.9009  0.113
C  0.6490  4.5297  -0.3949  -0.631
O  0.9029  4.7749  0.9627  -0.132
N  1.1552  3.5165  -1.0037  0.204
N  -0.0788  5.3375  -1.0698  0.177
H  1.6457  2.8318  -0.3836  0.086
H  1.0905  3.3676  -1.9839  0.098
H  -0.3209  6.1505  -0.5257  0.127
H  -0.4530  5.2484  -1.9856  0.103
C  -0.5484  -4.6881  0.3423  -0.044
C  -0.4963  -6.1862  0.4438  -0.682
C  -1.1476  -6.7244  1.7142  -0.047
O  -0.9346  -6.8612  -0.5193  0.030
H  -0.2675  -4.1861  1.2802  0.060
H  -1.6255  -4.4368  0.1950  0.082
H  0.0827  -4.3826  -0.5356  0.083
H  0.6431  -6.4001  0.5087  0.173
H  -2.2108  -6.6854  1.6330  0.064
H  -0.9044  -6.1682  2.6428  0.079
H  -0.7658  -7.7587  1.9540  0.100
H  -1.9038  -6.7632  -0.4220  0.125
C  -1.8400  -1.3703  1.6500  -0.016
C  -3.0294  -0.9784  0.7252  -0.604
C  -3.9843  -2.1701  0.5636  -0.014
O  -3.6994  -0.0127  1.0806  -0.005
H  -2.1087  -1.5409  2.6733  0.077
H  -1.1482  -0.5528  1.5530  0.053
H  -1.2807  -2.2128  1.2914  0.041
H  -2.6675  -0.7174  -0.2819  0.134
H  -4.3877  -2.3537  1.5444  0.082
H  -3.4288  -3.0325  0.3005  0.040
H  -4.7976  -1.9975  -0.1504  0.085
H  -3.7507  0.6719  0.3847  0.067
C  0.6263  0.3677  0.0411  -0.007
C  0.9244  -0.9402  -0.6183  -0.651
C  1.5230  -1.9423  0.3592  -0.005
O  -0.0604  -1.4501  -1.1060  0.029
H  -0.3049  0.8092  -0.2004  0.058
H  1.2726  1.0736  -0.4438  0.049
H  0.8560  0.4055  1.0877  0.068
H  1.6671  -0.7725  -1.4137  0.111
H  0.8422  -2.2141  1.1651  0.058
H  2.3879  -1.6802  0.9410  0.057
H  1.6848  -2.9042  -0.1720  0.084
H  0.1845  -2.1162  -1.7203  0.063
C  -2.1701  2.5594  -1.9251  -0.030
C  -3.6595  2.3372  -1.8047  -0.625
C  -4.2548  1.6535  -2.9695  -0.031
O  -4.0634  1.7660  -0.7627  0.016
H  -1.8334  3.1240  -2.8073  0.087
H  -1.5801  1.6658  -1.7327  0.060
H  -1.9365  3.2916  -1.1445  0.064
H  -4.1016  3.3517  -1.7222  0.160
H  -4.0006  1.9930  -4.0058  0.110
H  -5.2625  1.8572  -2.7795  0.067
H  -4.0990  0.5889  -2.9688  0.067
H  -4.5870  2.3884  -0.2175  0.157
C  -1.4808  2.6577  1.7486  -0.022
C  -2.2522  2.2786  2.9732  -0.611
C  -3.6928  2.6089  2.8305  -0.044
O  -2.2338  1.0690  3.3472  0.003
H  -1.6363  3.7155  1.5362  0.096
H  -1.7670  2.0147  0.9573  0.051
H  -0.4466  2.6217  1.8447  0.036
H  -1.8259  2.8818  3.7618  0.147
H  -4.2371  2.2970  1.9462  0.054
H  -3.9604  3.6306  3.0168  0.074
H  -4.3174  2.0432  3.5445  0.103
H  -2.5929  0.5487  2.6309  0.055
C  4.7170  2.6195  2.1753  -0.024
C  3.6324  2.6980  1.1094  -0.658
C  4.1324  1.9686  -0.1284  -0.031
O  2.4910  2.2983  1.3081  -0.021
H  5.6000  3.0859  1.7444  0.079
H  5.0053  1.5615  2.5160  0.113
H  4.4701  3.2391  2.9986  0.063
H  3.4749  3.7693  0.7801  0.152
H  5.1809  2.0414  -0.1841  0.067
H  3.6256  2.2732  -1.0306  0.045
H  3.9430  0.9202  0.0175  0.089
H  2.2264  2.6034  2.1562  0.100
C  -0.3359  0.3873  -5.5013  -0.033
C  -0.5427  0.4389  -4.0374  -0.686
C  -1.7104  -0.4919  -3.6822  -0.016
O  0.3790  0.2426  -3.2667  -0.016
H  0.4634  0.9735  -5.9786  0.089
H  -1.2627  0.6440  -6.0083  0.094
H  -0.1688  -0.6418  -5.7543  0.082
H  -0.8492  1.4871  -3.9520  0.121
H  -1.5103  -1.5393  -3.8023  0.066
H  -2.5854  -0.2451  -4.3129  0.087
H  -1.9818  -0.4645  -2.5781  0.092
H  0.0749  0.2739  -2.3576  0.094
C  0.6824  0.6003  3.7949  -0.026
C  1.9650  0.1530  4.4679  -0.606
C  2.8829  -0.5178  3.4362  -0.029
O  2.5762  1.0418  5.1358  0.056
H  0.0409  -0.1658  3.4947  0.039
H  0.9005  1.2765  3.0158  0.034
H  0.2018  1.3199  4.5081  0.120
H  1.6295  -0.6235  5.1395  0.131
H  2.3987  -1.3658  2.9128  0.058
H  3.8246  -0.8600  3.8003  0.074
H  3.1481  0.0768  2.5708  0.050
H  2.5324  1.7534  4.5083  0.094

E_HOMO (hartree): -0.316
Energy above the lowest of the compared OMol25 structures with the same formula, charge and spin (kcal/mol): 267.39
Total charge: 0
SMILES string: NC(N)=O.NC(N)=O.NC(N)=O.CC(C)O.CC(C)O.CC(C)O.CC(C)O.CC(C)O.CC(C)O.CC(C)O.CC(C)O.CO
DFT total energy (eV): -63833.552